Record 1
DFT (the ωB97M-V functional and the def2-TZVPD basis) results for a molecular structure, C20H29N4SSiV.

Summary:
Net charge: +3
⟨S²⟩: 0.801
2S+1: 2
Orbital gap (alpha / beta): 5.2 / 5.6 eV
HOMO energy (alpha / beta): -16.77 / -16.78 eV

The geometry in XYZ format:
```
56
Properties=species:S:1:pos:R:3:mulliken_spin:R:1
V 1.150 -1.043 -0.573 1.26
S 1.664 -1.694 1.530 -0.06
Si -1.466 -0.276 -0.075 -0.04
N 2.542 -2.583 -1.151 0.00
N 1.208 0.897 -0.707 -0.08
N 3.793 -3.137 2.157 -0.01
N 3.399 -2.984 -0.095 0.01
C 1.904 1.811 0.308 0.03
C 1.933 0.876 -2.024 0.01
C -1.366 -1.580 2.415 0.01
C -5.448 0.437 -0.425 0.00
C -0.923 0.732 3.895 0.00
C 2.894 2.744 -0.369 0.00
C -1.303 -1.648 3.796 -0.01
C 3.070 -2.682 1.169 0.02
C -0.276 1.073 -0.859 0.00
C -0.587 -1.845 -0.812 -0.15
C -4.609 0.257 -2.681 0.00
C -5.662 0.470 -1.794 0.00
C 1.955 2.273 -2.671 0.00
C -3.108 -0.008 -0.808 -0.02
C -0.991 0.799 2.513 0.01
C -3.341 0.020 -2.191 0.00
C -4.177 0.197 0.076 0.00
C -1.202 -0.357 1.742 0.00
C 2.309 3.355 -1.634 0.00
C -1.074 -0.492 4.536 0.01
H 4.114 -3.664 -0.331 0.00
H 2.679 2.227 -3.485 0.00
H 3.837 2.232 -0.578 0.00
H 2.369 1.178 1.062 0.00
H 2.954 0.530 -1.818 0.00
H -0.726 -1.890 -1.907 0.00
H -4.022 0.177 1.149 0.00
H 1.973 -3.389 -1.436 0.00
H -0.776 1.630 4.480 0.00
H 0.986 2.461 -3.133 0.00
H -6.655 0.667 -2.177 0.00
H -1.033 -0.543 5.616 0.00
H -1.449 -2.593 4.302 0.00
H -0.749 -2.811 -0.334 0.01
H -0.509 1.105 -1.926 0.00
H 3.556 -2.898 3.112 0.00
H -0.577 2.030 -0.431 0.00
H 1.096 2.359 0.784 0.00
H 4.597 -3.743 2.032 0.00
H 3.021 4.054 -2.068 0.00
H -2.532 -0.152 -2.896 0.00
H 3.137 3.521 0.358 0.00
H -4.792 0.273 -3.747 0.00
H -0.924 1.772 2.042 0.00
H 1.426 0.167 -2.707 0.00
H -1.568 -2.492 1.860 0.00
H 3.133 -2.357 -1.954 0.00
H -6.274 0.599 0.254 0.00
H 1.419 3.938 -1.388 0.00
```

Record 2
DFT (the ωB97M-V functional and the def2-TZVPD basis) results for 11 unconnected molecules or ions with the total composition C20H29O21.

Summary:
Net charge: -1
Orbital gap: 6.9 eV
HOMO energy: -6.95 eV

The geometry in XYZ format:
```
70
Properties=species:S:1:pos:R:3:mulliken_charge:R:1
O 2.866 0.358 -3.795 -0.61
O -3.237 1.970 -3.575 -0.67
O 6.127 2.477 -1.228 -0.65
O 4.717 4.854 -1.225 -0.57
O -1.227 -0.099 -5.174 -0.69
O -1.717 -0.124 -2.319 -0.81
O 2.171 -3.993 3.096 -0.59
O -0.903 3.589 -2.235 -0.58
O 0.493 0.751 1.909 -0.55
O 0.863 -5.342 5.052 -0.65
O -0.068 -1.087 6.105 -0.57
O 0.929 3.591 0.016 -0.66
O -0.513 1.174 -0.954 -0.32
O -4.190 -1.266 -1.906 -0.68
O 1.459 2.644 -3.857 -0.63
O -2.269 0.809 1.499 -0.55
O -4.162 -1.080 -5.624 -0.65
O -1.969 -2.692 1.355 -0.55
O -3.295 -3.790 3.480 -0.58
O 2.607 1.026 0.354 -0.48
O -2.772 -0.749 5.866 -0.67
C -2.077 -0.502 4.902 0.78
C -0.693 0.129 -1.634 0.62
C -2.577 -0.048 3.627 -0.63
C 4.576 1.429 -2.645 -0.95
C 2.473 2.626 -3.205 1.33
C 4.249 3.792 -1.896 0.49
C -1.747 0.285 2.606 0.60
C 0.181 -4.702 4.275 0.75
C -1.962 -3.970 3.360 0.18
C -1.277 -4.566 4.345 -0.90
C -0.577 -0.569 4.981 0.14
C 5.122 2.563 -1.900 0.91
C 0.236 -0.253 3.971 -0.74
C 0.413 -0.910 -1.604 0.36
C 0.160 -3.306 2.199 -0.74
C -1.324 -3.243 2.207 1.06
C 3.330 1.437 -3.132 0.42
C 3.051 3.786 -2.500 -1.06
C -0.261 0.273 2.729 0.60
C 0.820 -3.989 3.129 0.58
H 1.549 2.867 -0.154 0.29
H -3.552 -3.272 2.689 0.40
H 1.985 0.594 -4.148 0.34
H -3.623 0.019 3.362 0.49
H -1.539 0.949 0.861 0.06
H 3.305 0.401 0.573 0.26
H 5.219 0.560 -2.613 0.37
H -0.747 -1.201 6.785 0.35
H -0.192 3.984 -2.747 0.28
H -3.273 2.727 -2.982 0.29
H -1.758 -5.001 5.210 0.43
H 0.306 -1.665 -2.382 0.32
H 2.483 -4.630 3.763 0.33
H -0.596 2.676 -2.052 0.10
H -3.379 -0.772 -2.159 0.41
H -3.558 -0.710 -4.971 0.36
H 1.301 -0.440 4.018 0.50
H 0.593 -2.835 1.327 0.24
H 5.519 4.545 -0.768 0.34
H -4.661 -0.666 -1.321 0.27
H -4.449 -0.320 -6.137 0.29
H 2.505 4.704 -2.308 0.21
H 0.531 -1.330 -0.610 -0.63
H -1.317 -0.111 -4.199 0.26
H 1.795 0.657 0.767 0.34
H -2.702 1.312 -3.090 0.41
H -1.131 0.837 -5.382 0.33
H 1.301 -0.351 -1.910 -0.08
H 0.058 3.189 -0.078 0.36
```

Number 1: maximum force 0.0089 hartree/bohr, calculated total energy -71543.786 eV. Number 2: maximum force 0.0481 hartree/bohr, calculated total energy -64209.841 eV.